Run P
A molecular structure, CH2N4O, computed with ωB97M-V/def2-TZVPD.

The geometry in XYZ format:
```
8
Properties=species:S:1:pos:R:3:lowdin_charge:R:1
C 0.142 0.206 0.587 -0.493
H -1.467 0.438 1.671 0.053
H -1.378 -0.407 -1.178 0.312
N -0.433 0.288 1.791 0.102
N -0.407 0.197 -0.607 0.022
N 0.434 -0.360 -1.458 -0.059
N 1.633 -0.313 -1.069 0.071
O 1.476 -0.049 0.264 -0.009
```

- HOMO: -9.58 eV
- Spin multiplicity: 1
- HOMO-LUMO gap: 9.32 eV


Run Q
CH2N4O in the gas phase, computed with ωB97M-V/def2-TZVPD.

The geometry in XYZ format:
```
8
Properties=species:S:1:pos:R:3:lowdin_charge:R:1
O -1.598 -0.128 1.999 -0.043
C -0.271 0.525 0.349 -0.184
N -1.439 0.361 0.704 0.024
N 1.387 -0.133 -1.933 0.069
N 1.590 -0.173 -0.720 -0.091
N 0.852 0.817 -0.057 0.068
H -2.521 -0.414 1.985 0.097
H 2.000 -0.854 -2.327 0.061
```

- HOMO: -9.85 eV
- Spin multiplicity: 1
- HOMO-LUMO gap: 10.30 eV


Run R
CH2N4O in the gas phase, computed with ωB97M-V/def2-TZVPD.

The geometry in XYZ format:
```
8
Properties=species:S:1:pos:R:3:lowdin_charge:R:1
C -0.230 0.252 -0.375 -0.626
H -1.460 1.203 -1.316 0.097
H -0.814 -1.070 1.276 0.270
N -1.309 0.233 -0.926 0.154
N -0.065 -0.839 0.363 0.010
N 1.039 -0.742 1.032 -0.035
N 1.824 0.141 0.550 0.121
O 1.015 0.823 -0.603 0.009
```

- HOMO: -9.98 eV
- Spin multiplicity: 1
- HOMO-LUMO gap: 10.32 eV


Run S
CH2N4O in the gas phase, computed with ωB97M-V/def2-TZVPD.

The geometry in XYZ format:
```
8
Properties=species:S:1:pos:R:3:lowdin_charge:R:1
N -1.038 -0.337 -0.991 0.100
C -0.026 -0.136 -0.047 -0.464
N 0.518 -1.103 0.631 0.133
O 1.403 -0.494 1.433 -0.071
N 1.373 0.859 1.208 0.041
N 0.517 1.084 0.320 0.081
H -0.794 0.087 -1.879 0.088
H -1.904 0.089 -0.673 0.091
```

- HOMO: -11.15 eV
- Spin multiplicity: 1
- HOMO-LUMO gap: 11.47 eV


Result of the stability comparison: run S is the most stable of them.


Run P
C20H27N3O3S in the gas phase, computed with ωB97M-V/def2-TZVPD.

The geometry in XYZ format:
```
54
Properties=species:S:1:pos:R:3:lowdin_charge:R:1
C 2.635 2.564 1.085 -0.070
H 3.434 2.878 0.418 0.066
H 1.775 3.213 0.936 0.053
H 2.981 2.664 2.110 0.073
C 2.239 1.116 0.812 -0.201
N 1.821 0.917 -0.560 -0.044
C 0.547 0.982 -0.983 -0.408
O 0.200 0.765 -2.132 0.073
C -0.493 1.335 0.028 -0.187
N -0.515 2.461 0.692 0.128
O -1.671 2.495 1.398 0.033
C -2.366 1.370 1.160 -0.236
C -1.672 0.585 0.287 0.085
H -1.941 -0.366 -0.120 0.134
C -3.683 1.193 1.845 -0.108
O -4.425 0.125 1.324 -0.078
C -4.824 0.167 0.013 -0.285
C -4.727 1.281 -0.809 -0.014
C -5.143 1.215 -2.129 -0.069
C -5.660 0.042 -2.646 -0.088
C -5.776 -1.069 -1.828 -0.104
C -5.370 -1.012 -0.506 -0.476
S -5.494 -2.478 0.495 0.885
C -6.606 -1.895 1.813 -0.374
H -6.818 -2.760 2.433 0.028
H -7.521 -1.521 1.365 0.040
H -6.112 -1.124 2.393 0.022
H -6.175 -1.997 -2.207 0.101
H -5.972 -0.011 -3.677 0.102
H -5.049 2.090 -2.754 0.107
H -4.312 2.205 -0.439 0.115
H -4.245 2.138 1.814 0.144
H -3.517 0.933 2.898 0.149
C 2.852 0.615 -1.532 -0.117
H 3.677 1.319 -1.410 0.120
H 2.404 0.749 -2.519 0.123
C 3.364 -0.826 -1.412 -0.171
N 4.216 -1.013 -0.259 -0.204
C 4.386 -2.400 0.139 -0.200
C 5.571 -2.336 1.092 -0.174
H 6.025 -3.309 1.266 0.106
H 5.250 -1.918 2.046 0.110
C 6.505 -1.363 0.372 -0.164
H 7.154 -0.826 1.060 0.104
H 7.133 -1.905 -0.336 0.106
C 5.548 -0.423 -0.378 -0.181
H 5.539 0.574 0.073 0.109
H 5.849 -0.316 -1.430 0.116
H 3.471 -2.763 0.613 0.120
H 4.619 -3.053 -0.719 0.123
H 2.502 -1.489 -1.310 0.130
H 3.886 -1.089 -2.350 0.125
H 1.422 0.831 1.479 0.118
H 3.081 0.442 0.986 0.104
```

- HOMO: -8.37 eV
- Spin multiplicity: 1
- HOMO-LUMO gap: 9.09 eV


Run Q
A molecular structure, C20H27N3O3S, computed with ωB97M-V/def2-TZVPD.

The geometry in XYZ format:
```
54
Properties=species:S:1:pos:R:3:lowdin_charge:R:1
C -7.754 -0.233 0.029 -0.115
H -8.575 0.020 0.451 -0.001
H -7.416 0.647 -0.793 0.139
H -7.899 -1.193 -0.626 0.132
C -6.662 -0.588 0.814 -0.416
N -5.560 -1.103 0.429 -0.252
C -4.870 -0.230 -0.322 -0.211
H -5.480 0.304 -1.372 0.190
C -3.688 -0.810 -1.285 -0.041
N -2.715 -1.467 -0.217 -0.034
C -1.533 -0.895 0.083 -0.760
O -0.985 -1.447 0.930 0.075
C -0.748 -0.331 -0.996 -0.061
H 0.325 -0.177 -0.703 0.079
H -1.049 -0.305 -2.054 0.111
S -1.248 1.575 -0.294 0.948
O -2.273 1.829 -1.220 -0.549
C 0.285 2.298 -1.189 -0.254
C 1.653 2.118 -0.598 -0.303
C 2.140 2.716 0.612 -0.170
O 3.199 1.925 0.769 0.195
C 3.117 0.943 0.207 -0.465
N 2.236 0.973 -0.734 0.171
C 4.191 -0.122 0.337 -0.048
C 4.192 -1.121 -0.908 0.163
C 5.239 -2.261 -0.593 -0.279
C 6.196 -2.328 0.341 0.047
C 6.287 -0.873 1.138 0.029
C 5.210 -0.082 1.199 -0.137
H 5.366 0.782 1.800 0.113
H 7.067 -0.832 1.834 0.067
H 6.910 -2.937 0.289 0.019
C 5.127 -3.454 -1.444 -0.085
H 6.014 -3.750 -2.021 0.095
H 4.256 -3.475 -2.183 0.110
H 4.972 -4.185 -0.826 0.014
H 3.408 -1.358 -1.543 0.055
C 1.873 3.953 1.477 0.031
H 1.171 4.584 0.642 0.151
H 1.301 3.851 2.273 0.008
H 2.875 4.410 1.545 0.090
H -0.004 3.497 -1.043 0.129
H 0.242 1.918 -2.254 0.109
C -3.516 -2.445 0.719 0.004
C -4.704 -1.484 1.309 -0.261
H -4.994 -2.297 2.015 0.130
H -4.085 -0.853 2.051 0.165
H -2.625 -2.834 1.464 0.180
H -3.860 -3.038 0.007 0.052
H -3.247 -0.053 -1.773 0.029
H -4.022 -1.592 -1.854 0.082
H -4.341 0.796 0.021 0.159
H -6.267 0.621 1.340 0.190
H -6.972 -1.171 1.849 0.183
```

- HOMO: -8.03 eV
- Spin multiplicity: 1
- HOMO-LUMO gap: 7.86 eV


Result of the stability comparison: run P is the most stable of them.


Run P
C3H3NO in the gas phase, computed with ωB97M-V/def2-TZVPD.

The geometry in XYZ format:
```
8
Properties=species:S:1:pos:R:3:lowdin_charge:R:1
C 0.826 -0.508 -0.321 -0.010
C -0.490 -0.112 0.255 -0.450
O -1.219 -0.976 0.694 0.108
C -0.987 1.275 0.275 -0.110
N -1.481 2.320 0.321 0.175
H 1.586 -0.575 0.460 0.096
H 0.545 -1.541 -0.549 0.096
H 1.219 0.116 -1.135 0.096
```

- HOMO: -11.28 eV
- Spin multiplicity: 1
- HOMO-LUMO gap: 10.82 eV


Run Q
C3H3NO in the gas phase, computed with ωB97M-V/def2-TZVPD.

The geometry in XYZ format:
```
8
Properties=species:S:1:pos:R:3:lowdin_charge:R:1
C 1.327 -0.997 0.008 -0.017
C 0.414 0.198 -0.008 -0.446
C -1.051 -0.073 -0.048 -0.116
H 2.007 -0.879 -0.845 0.095
H 1.950 -0.967 0.922 0.102
H 0.816 -1.976 -0.070 0.093
N -2.193 -0.236 0.029 0.171
O 0.806 1.337 0.009 0.119
```

- HOMO: -11.31 eV
- Spin multiplicity: 1
- HOMO-LUMO gap: 10.86 eV


Run R
C3H3NO in the gas phase, computed with ωB97M-V/def2-TZVPD.

The geometry in XYZ format:
```
8
Properties=species:S:1:pos:R:3:lowdin_charge:R:1
O 1.521 -1.455 0.016 0.075
C 0.850 -0.546 0.426 -0.285
C -0.161 0.145 -0.471 -0.166
C -1.559 0.155 0.553 -0.080
N -1.403 1.287 0.196 0.099
H 0.938 -0.143 1.453 0.128
H -0.483 -0.495 -1.291 0.111
H 0.296 1.052 -0.882 0.118
```

- HOMO: -10.78 eV
- Spin multiplicity: 1
- HOMO-LUMO gap: 11.19 eV


Run S
C3H3NO in the gas phase, computed with ωB97M-V/def2-TZVPD.

The geometry in XYZ format:
```
8
Properties=species:S:1:pos:R:3:lowdin_charge:R:1
O 0.346 -1.678 0.014 -0.146
C 0.885 -0.498 0.053 -0.150
C -0.373 1.804 0.025 0.146
C 0.001 0.646 0.029 -0.145
N -0.946 -1.826 0.029 0.063
H 1.939 -0.532 -0.229 0.127
H -0.558 2.864 0.047 0.045
H -1.294 -0.781 0.031 0.061
```

- HOMO (spin up / spin down): -8.31 / -9.20 eV
- Spin multiplicity: 1
- HOMO-LUMO gap (spin up / spin down): 8.28 / 8.80 eV


Result of the stability comparison: run Q is the most stable of them.


Run P
C3H3NO in the gas phase, computed with ωB97M-V/def2-TZVPD.

The geometry in XYZ format:
```
8
Properties=species:S:1:pos:R:3:lowdin_charge:R:1
C 0.946 1.269 -0.007 -0.018
C 0.440 -0.240 0.019 -0.548
C -0.888 -0.151 -0.185 -0.159
H 1.492 1.514 1.094 0.148
H 1.847 0.863 -0.700 0.125
H 0.172 2.032 -0.412 0.106
N -2.039 0.104 0.109 0.207
O 0.971 -1.301 0.037 0.139
```

- HOMO: -10.96 eV
- Spin multiplicity: 1
- HOMO-LUMO gap: 10.26 eV


Run Q
2 unconnected molecules or ions with the total composition C3H3NO, computed with ωB97M-V/def2-TZVPD.

The geometry in XYZ format:
```
8
Properties=species:S:1:pos:R:3:lowdin_charge:R:1
C -2.524 -1.879 0.642 -0.384
C 0.781 -0.305 0.203 -0.130
C 0.411 0.984 -0.374 0.015
N -1.452 -1.517 0.423 -0.175
O 1.625 -0.966 0.557 0.295
H 0.381 1.692 0.455 0.112
H -0.574 0.817 -0.786 0.084
H 1.353 1.174 -1.120 0.183
```

- HOMO (spin up / spin down): -8.78 / -8.77 eV
- Spin multiplicity: 1
- HOMO-LUMO gap (spin up / spin down): 7.22 / 7.22 eV


Result of the stability comparison: run P is the most stable of them.